[1]
The following is a DFT calculation (wB97M-V/def2-TZVPD) of a structure of composition C29H36Cl3Ge2N8O4Ti.

```
83
Properties=species:S:1:pos:R:3:forces:R:3
C -1.5429 -2.5037 4.0423 -0.0596 0.0393 -0.0648
H 2.3444 -2.9291 0.1721 0.0121 -0.0069 -0.0098
Cl -3.1926 -3.1252 4.0414 0.0100 0.0067 -0.0027
H -4.2437 -1.2512 1.6385 -0.0013 -0.0006 0.0015
H -2.4841 -2.9843 0.7649 -0.0464 -0.0180 -0.0040
N -3.2234 2.3825 -0.7876 -0.0363 0.0403 0.0157
H 3.6942 -3.7701 -3.3987 0.0077 0.0048 -0.0032
H 1.9673 4.7233 -3.5335 0.0032 0.0001 -0.0083
H 1.7669 -4.3256 -0.7509 0.0051 0.0140 0.0128
N 2.2435 -0.2792 3.7770 -0.0121 -0.0934 -0.0492
C 2.8205 0.7152 -0.1638 0.0571 0.0052 -0.0214
Cl -0.7308 -2.8487 5.5401 0.0259 -0.0033 0.0307
C -2.5012 2.0093 0.2551 0.0741 -0.0089 -0.1418
C 1.6484 -3.2512 -0.6031 0.0562 -0.0038 0.0130
H 2.9322 3.2590 2.0809 0.0013 0.0041 0.0046
C -3.7235 -1.1170 -1.7125 0.0120 0.0098 -0.0007
C 4.8321 0.6047 1.1742 0.0276 -0.0220 -0.0109
N -1.1441 0.5292 -1.0143 0.0599 0.1113 -0.2021
H 1.8989 0.4557 5.7090 -0.0038 -0.0008 -0.0047
C 1.0563 3.3577 -4.9149 -0.0006 -0.0084 0.0053
H 1.1937 1.4276 4.4028 -0.0024 -0.0099 -0.0020
C 3.3310 -1.2337 4.0321 -0.0027 -0.0172 -0.0036
Ti -1.1454 -0.7455 0.9280 -0.2932 0.1806 0.3125
C 4.4350 1.7391 1.8660 0.0060 0.0206 0.0033
C 2.4308 1.8564 0.5396 0.0192 0.0126 0.0527
C -3.4750 -1.4219 -0.3662 0.0410 -0.0342 -0.0250
C -1.6272 -0.9713 3.7838 -0.1047 -0.0599 -0.1244
C -6.8000 0.9490 -1.4629 0.0163 -0.0127 0.0091
H -3.0502 -1.4846 -2.4764 -0.0054 0.0001 0.0045
H 0.2159 1.7766 -6.1010 0.0055 0.0105 0.0039
H 3.1752 -1.7059 5.0011 0.0022 0.0007 0.0015
N -2.7782 2.4912 1.4706 -0.0364 0.0288 0.0700
Cl -0.6291 -3.2498 2.6814 0.0247 -0.1532 0.0983
Ge 1.8235 0.0501 -1.6776 -0.0015 -0.1173 -0.0654
H 2.3503 3.0134 -1.8103 -0.0016 -0.0165 -0.0734
H 4.4907 -2.5706 -2.3735 0.0047 -0.0097 -0.0126
C -5.4889 -0.2215 0.2407 -0.0143 0.0105 0.0134
H 0.6289 -3.0768 -0.2534 -0.0404 0.0033 0.0045
C -4.8311 -0.3808 -2.0799 -0.0070 0.0033 -0.0193
H 5.0775 2.1591 2.6302 -0.0103 -0.0144 0.0009
H 0.2132 -3.7178 -3.4778 0.0012 0.0068 -0.0108
C -2.2845 -2.2210 0.0172 0.2127 0.0639 0.0757
O -0.0292 -0.2405 -0.7692 -0.1143 -0.0559 0.0378
O -2.0671 -0.6895 2.5604 0.3046 -0.1317 -0.1995
H -0.4291 -2.0898 -3.1950 0.0009 -0.0070 0.0050
C 0.8791 1.0756 -4.1891 -0.0093 0.0934 -0.0054
O -1.5450 0.7607 -2.1535 0.0219 -0.0055 0.0081
C 0.6697 2.0444 -5.1559 0.0097 -0.0212 -0.0150
H 3.3430 -1.9923 3.2539 -0.0041 0.0047 -0.0011
H -3.0503 1.9564 -1.6875 0.0143 -0.0063 -0.0009
N -1.4607 1.1524 0.1784 0.0089 -0.0974 0.1508
C 1.8640 2.7358 -2.7386 -0.0269 0.0621 -0.0148
C 2.0601 0.8455 4.7050 -0.0105 0.0314 0.0002
C 1.4183 -0.4632 2.8092 0.0639 0.0799 0.1247
H 1.5075 2.3668 0.2864 -0.0184 -0.0290 0.0458
H -1.6420 3.2234 2.9120 0.0060 0.0129 -0.0037
C 4.0237 0.0918 0.1657 -0.0354 -0.0009 0.0292
C 3.6824 -2.7253 -3.0874 0.0415 -0.0064 0.0096
C -5.7034 0.0915 -1.0980 -0.0243 0.0241 -0.0059
Ge 1.9569 -2.3161 -2.2998 -0.0665 0.0398 0.1094
C 1.4674 1.4172 -2.9678 -0.0353 -0.0126 0.0195
H -3.6180 3.0392 1.5944 -0.0074 0.0155 0.0009
H -1.7384 -2.6339 -0.8324 -0.0170 -0.0240 -0.0211
H 0.5760 0.0546 -4.3870 -0.0060 -0.0136 0.0095
H 3.8640 -2.1024 -3.9620 0.0043 -0.0064 -0.0088
C -4.3864 -0.9780 0.6014 -0.0031 -0.0018 0.0255
N 0.6602 -0.6206 1.9429 -0.1411 -0.0119 -0.2027
H 4.2782 -0.6978 4.0273 0.0112 0.0131 -0.0042
H 2.9509 1.4712 4.6845 0.0081 -0.0041 0.0000
H 0.7050 -2.3821 -4.5227 -0.0134 -0.0083 -0.0033
C 1.6541 3.7031 -3.7109 0.0018 0.0087 0.0017
C 0.4543 -2.6542 -3.4981 0.0020 0.0161 -0.0345
O -1.3499 -0.1609 4.6117 0.0401 0.0997 0.0222
H -6.1942 0.1139 0.9895 0.0052 -0.0029 0.0006
N -1.8805 2.3183 2.5261 0.0061 -0.0017 0.0251
N -7.6342 1.6891 -1.7381 0.0240 -0.0173 0.0038
H 0.9018 4.1122 -5.6749 -0.0028 -0.0032 0.0027
H -3.9232 3.1029 -0.7071 -0.0059 -0.0028 0.0070
H 5.7814 0.1340 1.3979 -0.0196 0.0030 0.0072
H 4.3543 -0.7857 -0.3812 -0.0065 -0.0050 0.0214
H -2.2767 1.7233 3.2458 0.0011 0.0094 -0.0211
C 3.2302 2.3612 1.5539 -0.0183 0.0019 -0.0043
H -5.0286 -0.1644 -3.1216 0.0050 -0.0050 0.0045
```
Forces are in eV/Å.

HOMO level (alpha / beta): -0.498 / -0.518 Eh
<S²>: 0.76
Total charge: +2
LUMO energy (alpha / beta): -6.9 / -6.9 eV
Kohn-Sham gap (alpha / beta): 6.70 / 7.18 eV
Spin multiplicity: 2

Mulliken population analysis, charges in e, atoms 1 to 2: number 1, C, carries 1.050; number 2, H, carries 0.247


[2]
The following is a DFT calculation (wB97M-V/def2-TZVPD) of a structure of composition C4H3OPr at a distorted geometry.

```
9
Properties=species:S:1:pos:R:3:forces:R:3
H 0.5026 0.8519 1.9649 -0.1093 -0.1789 -0.4879
C -0.2446 0.8015 1.1952 -1.7471 0.4970 -0.3516
O -2.3899 1.0123 -0.0210 -3.9801 1.4108 -2.1553
C -1.3198 0.9271 0.6152 3.2056 -0.3510 1.8322
C 2.2467 -0.9652 -0.4069 0.4066 -1.0566 -1.1130
H 0.9813 -2.6056 -1.3179 0.6478 0.1376 -0.0323
Pr -4.4526 2.0886 -0.9725 2.6080 -1.3490 1.1929
C 1.7312 -1.9030 -0.9894 -0.3721 1.3235 1.1568
H 2.9451 -0.2077 -0.0676 -0.6594 -0.4335 -0.0418
```
Forces are in eV/Å.

HOMO level (alpha / beta): -0.397 / -0.398 Eh
<S²>: 3.75
Total charge: +1
LUMO energy (alpha / beta): -6.0 / -6.0 eV
Kohn-Sham gap (alpha / beta): 4.78 / 4.80 eV
Spin multiplicity: 4

Mulliken population analysis, charges in e, atoms 1 to 2: number 1, H, carries 0.359; number 2, C, carries -0.378


[3]
The following is a DFT calculation (wB97M-V/def2-TZVPD) of a cluster of 3 separate species, C8H19N3O6 in total at a distorted geometry.

```
36
Properties=species:S:1:pos:R:3:forces:R:3
H 1.4366 0.2553 0.8904 -0.5571 -0.4919 1.2426
C 1.6250 -4.6103 2.8597 -0.3446 -0.0864 -0.0220
N -1.6965 3.2201 1.3215 0.1795 -0.0644 -0.0782
H -1.1642 0.8838 1.8662 0.6487 -1.4247 -0.8066
H 1.0648 2.1325 -4.6343 -0.8454 -0.3608 1.1173
N 2.6622 -3.5947 3.1769 0.1422 0.2387 0.0946
H -1.3056 -0.9367 1.8098 0.4986 1.3243 -1.0733
C 0.8086 -0.2943 1.6624 -0.8674 -0.4645 -0.3336
H 1.6861 -4.8198 1.7926 0.0904 -0.0514 0.1292
O 0.2223 -2.3498 -2.4436 -2.3823 3.1762 1.4767
H -1.3757 -0.9306 -3.8178 0.2062 0.3837 0.9723
H -2.0482 5.1713 1.9843 -0.1194 -0.0986 -0.1001
C -0.7623 -0.0304 1.3465 0.7256 -1.0353 0.1524
H 0.8883 2.0254 -2.7761 -0.4992 -0.4423 -1.4330
H -2.7681 4.7545 0.3901 0.0060 -0.0249 0.1815
O -0.6390 2.7180 0.9753 -0.4734 0.7547 0.0652
C -0.4693 -1.3552 -2.0895 2.3207 -4.2013 -0.6713
O -0.8582 -1.3117 -0.7420 0.9217 1.7450 -3.0946
H 1.8439 -5.4987 3.4503 0.0773 0.0587 -0.1552
H 1.3432 -0.2895 -3.4903 -1.4457 0.1261 -0.4838
H 1.0001 -1.4145 1.5222 -0.1409 1.6178 0.1454
C 0.4377 1.7179 -3.7828 -0.5271 -0.5987 0.3982
H 0.6483 -4.2062 3.1181 0.1876 0.0364 -0.0164
H -0.6369 2.1227 -3.7836 1.6566 -0.4542 -0.2990
O -2.6104 2.6430 1.8851 0.3813 0.2152 -0.2245
N -0.8458 -0.3739 -3.1198 0.3200 -0.6896 0.2802
C -1.8935 4.6645 1.0328 0.1253 0.3140 -0.1402
C 0.3566 0.1068 -3.8952 1.1663 1.7777 0.0391
H 1.0817 -0.0454 2.7453 -0.3149 -0.1584 -1.6840
O 3.8187 -3.8978 2.9425 -0.4221 0.1745 0.1112
H -0.3141 0.8128 -0.7255 -0.8630 -1.1821 0.4582
H 0.3164 -0.1596 -4.9987 -0.2418 0.0933 1.4701
O 2.2842 -2.5356 3.6464 0.2849 -0.3784 -0.1222
H -1.0060 5.0460 0.5323 -0.0833 -0.1598 0.0799
C -1.0116 0.0533 -0.2491 -1.5501 0.3751 2.3242
H -2.1193 0.3270 -0.4027 1.7387 -0.0437 -0.0002
```
Forces are in eV/Å.

SMILES string: C[N+](=O)[O-].C[N+](=O)[O-].CCCOC(=O)NCC
HOMO level: -0.349 Eh
LUMO energy: -0.1 eV
Kohn-Sham gap: 9.39 eV

Mulliken population analysis, charges in e, atoms 1 to 2: number 1, H, carries 0.252; number 2, C, carries -0.704